Entry 1:
Molecular formula: C6H16N2
Method: DFT, ωB97M-V with the def2-TZVPD basis set

Output
LUMO level	0.0416	Eh
frontier orbital gap	10.107	eV
relative energy (zero: lowest compared OMol25 entry of this formula, charge and spin)	3.869	eV
E_HOMO	-9.0	eV
E_tot	-9458.2050	eV
SMILES	CNC[C@@H](N)C(C)C
strongest force on any atom	5.915	eV Å⁻¹

Last column: Mulliken charge in e.
Geometry (Å):
1 C 1.667 1.670 1.859  -0.915
2 N 0.679 1.858 0.782  -0.456
3 C -0.431 0.712 0.988  -0.843
4 C 0.080 -0.389 0.131  0.299
5 N 0.504 -1.513 1.029  -0.681
6 C -0.952 -0.854 -0.910  -0.081
7 C -0.068 -1.691 -1.848  -1.252
8 C -1.581 0.389 -1.676  -1.103
9 H 1.633 0.761 2.427  0.338
10 H 1.275 2.320 2.795  0.304
11 H 2.652 2.018 1.484  0.274
12 H 0.183 2.739 0.958  0.280
13 H -1.377 1.144 0.420  0.111
14 H -0.609 0.484 2.050  0.465
15 H 1.023 0.040 -0.440  0.156
16 H 0.284 -2.442 0.900  0.244
17 H 1.563 -1.546 1.095  0.235
18 H -1.629 -1.530 -0.378  0.479
19 H -0.954 -2.573 -2.255  0.226
20 H 0.497 -2.270 -1.197  0.450
21 H 0.493 -1.126 -2.601  0.394
22 H -2.570 0.068 -2.146  0.264
23 H -0.699 0.543 -2.434  0.226
24 H -1.662 1.187 -1.032  0.587

=====

Entry 2:
Molecular formula: C22H31N3O2
Method: DFT, ωB97M-V with the def2-TZVPD basis set

Output
LUMO level	0.0276	Eh
frontier orbital gap	8.554	eV
relative energy (zero: lowest compared OMol25 entry of this formula, charge and spin)	1.846	eV
E_HOMO	-7.8	eV
E_tot	-31882.5099	eV
SMILES	Cc1cc(C(=O)N2CCN(C(=O)C3=CCC3)[C@H]3CCCC[C@@H]3C2)c(C)n1C
strongest force on any atom	0.469	eV Å⁻¹

Last column: Mulliken charge in e.
Geometry (Å):
1 C -4.586 -2.276 -2.129  -1.699
2 C -3.296 -1.546 -2.011  0.560
3 C -2.013 -2.016 -2.040  -0.967
4 C -1.142 -0.890 -1.911  1.666
5 C 0.354 -0.881 -1.904  0.136
6 O 0.996 -0.372 -2.811  -0.675
7 N 0.973 -1.458 -0.823  0.396
8 C 2.418 -1.444 -0.736  -1.030
9 C 2.970 -0.636 0.465  -0.889
10 N 2.043 0.326 1.027  0.321
11 C 1.840 1.535 0.412  0.825
12 O 0.829 2.200 0.571  -0.618
13 C 2.951 2.049 -0.456  -0.307
14 C 3.214 1.890 -1.750  -0.327
15 C 4.437 2.780 -1.723  -0.519
16 C 4.132 2.968 -0.202  -0.770
17 C 1.087 -0.209 2.008  -0.896
18 C 0.736 0.771 3.123  -1.189
19 C -0.163 0.110 4.160  -0.827
20 C -1.415 -0.461 3.509  -0.679
21 C -1.042 -1.455 2.420  -1.299
22 C -0.137 -0.843 1.357  2.736
23 C 0.238 -1.918 0.345  -2.265
24 C -1.924 0.228 -1.813  -0.003
25 C -1.541 1.656 -1.675  -1.758
26 N -3.233 -0.180 -1.863  0.203
27 C -4.369 0.713 -1.789  -1.165
28 H -4.387 -3.329 -2.317  0.384
29 H -5.183 -2.209 -1.215  0.351
30 H -5.198 -1.901 -2.953  0.355
31 H -1.722 -3.047 -2.168  0.522
32 H 2.779 -2.478 -0.643  0.317
33 H 2.800 -1.045 -1.670  0.508
34 H 3.268 -1.309 1.269  0.440
35 H 3.875 -0.119 0.144  0.539
36 H 2.726 1.337 -2.540  0.531
37 H 5.385 2.283 -1.939  0.244
38 H 4.379 3.691 -2.321  0.291
39 H 3.872 3.985 0.095  0.264
40 H 4.895 2.595 0.485  0.223
41 H 1.634 -1.028 2.502  0.543
42 H 1.664 1.117 3.588  0.374
43 H 0.239 1.647 2.717  0.370
44 H 0.375 -0.693 4.679  0.344
45 H -0.433 0.847 4.920  0.395
46 H -2.048 -0.943 4.258  0.401
47 H -2.003 0.354 3.073  0.350
48 H -0.527 -2.311 2.880  0.385
49 H -1.936 -1.860 1.936  0.400
50 H -0.686 -0.055 0.828  -0.494
51 H -0.679 -2.406 0.017  0.267
52 H 0.841 -2.699 0.825  0.569
53 H -0.471 1.768 -1.835  0.148
54 H -2.056 2.281 -2.408  0.543
55 H -1.758 2.051 -0.678  0.364
56 H -4.176 1.498 -1.060  0.389
57 H -4.579 1.178 -2.756  0.301
58 H -5.247 0.157 -1.473  0.416

=====

Entry 3:
Molecular formula: C30H75F6K2N3O32P5S6
Method: DFT, ωB97M-V with the def2-TZVPD basis set

Output
LUMO level	-0.0117	Eh
frontier orbital gap	6.129	eV
relative energy (zero: lowest compared OMol25 entry of this formula, charge and spin)	8.913	eV
E_HOMO	-6.4	eV
E_tot	-262734.2291	eV
charge	-1
strongest force on any atom	10.580	eV Å⁻¹

Last column: Mulliken charge in e.
Geometry (Å):
1 K 11.126 -3.998 -10.145  0.974
2 K 15.566 -5.835 -12.191  0.954
3 N 14.550 -1.824 -11.382  -0.219
4 S 15.084 -0.698 -10.540  1.008
5 O 14.351 0.578 -10.621  -0.556
6 O 16.550 -0.762 -10.222  -0.603
7 F 14.488 -1.345 -9.228  -0.255
8 S 15.269 -1.102 -12.786  1.036
9 O 16.623 -1.640 -13.003  -0.561
10 O 14.842 0.217 -13.267  -0.538
11 F 14.516 -2.053 -13.853  -0.284
12 N 13.324 -7.371 -9.009  -0.274
13 S 12.360 -8.565 -8.838  1.057
14 O 11.007 -8.076 -8.681  -0.590
15 O 12.757 -9.889 -8.351  -0.567
16 F 12.295 -8.825 -10.423  -0.319
17 S 13.765 -7.426 -7.280  1.038
18 O 14.810 -8.348 -6.940  -0.553
19 O 12.702 -7.230 -6.320  -0.512
20 F 14.534 -5.994 -7.318  -0.251
21 N 9.781 -0.269 -3.930  -0.343
22 S 10.142 0.297 -5.257  1.136
23 O 9.174 0.067 -6.339  -0.634
24 O 11.519 0.409 -5.747  -0.555
25 F 9.914 1.835 -4.834  -0.324
26 S 10.596 -1.731 -4.355  1.054
27 O 11.856 -1.849 -3.703  -0.554
28 O 10.537 -2.309 -5.727  -0.511
29 F 9.681 -2.704 -3.468  -0.268
30 C 20.092 4.942 -0.683  -1.130
31 C 18.788 5.674 -0.305  -0.227
32 O 17.717 4.760 -0.397  -0.303
33 P 16.629 4.672 -1.629  0.879
34 O 15.438 3.759 -1.379  -0.738
35 O 16.218 6.233 -1.853  -0.255
36 C 15.134 6.836 -1.114  -0.359
37 C 15.657 8.103 -0.376  -1.036
38 O 17.445 4.229 -3.003  -0.240
39 C 17.106 3.216 -3.916  -0.304
40 C 16.535 3.810 -5.180  -0.949
41 H 20.178 4.033 -0.087  0.293
42 H 20.036 4.645 -1.731  0.251
43 H 20.933 5.618 -0.530  0.382
44 H 18.804 6.228 0.633  0.426
45 H 18.740 6.547 -0.957  0.232
46 H 14.335 7.090 -1.810  0.327
47 H 14.655 6.102 -0.466  0.351
48 H 16.030 7.738 0.581  0.246
49 H 16.442 8.572 -0.970  0.264
50 H 14.893 8.846 -0.150  0.380
51 H 17.993 2.647 -4.193  0.303
52 H 16.434 2.452 -3.525  0.365
53 H 17.259 4.008 -5.970  0.279
54 H 15.761 3.124 -5.524  0.333
55 H 16.125 4.796 -4.962  0.230
56 C 4.157 -1.526 -12.770  -1.082
57 C 5.210 -2.278 -13.550  -0.151
58 O 5.995 -1.402 -14.333  -0.346
59 P 7.564 -1.076 -14.024  0.764
60 O 8.240 -2.180 -13.287  -0.624
61 O 8.190 -0.802 -15.484  -0.383
62 C 9.528 -0.247 -15.562  -0.246
63 C 9.536 1.249 -15.688  -1.033
64 O 7.535 0.382 -13.266  -0.126
65 C 7.472 0.551 -11.845  -0.184
66 C 6.856 1.929 -11.534  -1.186
67 H 4.622 -0.944 -11.973  0.214
68 H 3.761 -0.677 -13.327  0.296
69 H 3.358 -2.128 -12.336  0.384
70 H 5.804 -2.921 -12.899  0.302
71 H 4.639 -2.904 -14.236  0.275
72 H 10.138 -0.522 -14.702  0.310
73 H 9.967 -0.588 -16.499  0.328
74 H 8.822 1.586 -16.438  0.291
75 H 9.431 1.551 -14.646  0.211
76 H 10.491 1.656 -16.020  0.394
77 H 6.889 -0.213 -11.330  0.317
78 H 8.465 0.454 -11.407  0.299
79 H 7.069 2.186 -10.497  0.400
80 H 7.386 2.665 -12.138  0.306
81 H 5.783 1.866 -11.718  0.273
82 C 18.344 7.871 -7.482  -1.206
83 C 18.601 7.701 -9.033  -0.185
84 O 18.266 8.783 -9.766  -0.401
85 P 17.856 8.575 -11.314  0.915
86 O 18.602 7.511 -12.006  -0.627
87 O 16.299 8.259 -11.098  -0.256
88 C 15.426 7.692 -12.113  -0.259
89 C 15.716 6.180 -12.252  -1.019
90 O 17.943 10.052 -12.029  -0.358
91 C 18.339 10.091 -13.358  -0.230
92 C 19.902 10.195 -13.426  -1.072
93 H 17.286 7.960 -7.234  0.296
94 H 18.862 7.099 -6.914  0.361
95 H 18.792 8.805 -7.143  0.317
96 H 19.640 7.374 -9.083  0.287
97 H 18.210 6.775 -9.454  0.340
98 H 14.407 7.715 -11.727  0.277
99 H 15.334 8.228 -13.058  0.289
100 H 16.760 5.905 -12.399  0.275
101 H 15.318 5.700 -11.358  0.290
102 H 15.151 5.713 -13.059  0.396
103 H 17.839 9.280 -13.887  0.290
104 H 17.893 11.005 -13.752  0.343
105 H 20.366 9.237 -13.194  0.260
106 H 20.266 10.633 -14.355  0.388
107 H 20.115 10.906 -12.628  0.288
108 C 23.133 -2.024 -17.767  -1.187
109 C 22.224 -1.042 -16.992  -0.201
110 O 21.637 -0.145 -17.917  -0.234
111 P 20.578 1.044 -17.553  0.869
112 O 19.134 0.649 -17.813  -0.695
113 O 20.977 1.642 -16.063  -0.267
114 C 20.021 2.185 -15.206  -0.213
115 C 20.134 1.664 -13.831  -1.177
116 O 21.127 2.198 -18.528  -0.338
117 C 21.149 2.010 -19.960  -0.147
118 C 19.736 2.240 -20.543  -1.098
119 H 23.671 -1.391 -18.473  0.315
120 H 23.964 -2.471 -17.223  0.376
121 H 22.600 -2.803 -18.313  0.277
122 H 21.500 -1.529 -16.339  0.352
123 H 22.759 -0.484 -16.224  0.299
124 H 20.102 3.261 -15.361  0.302
125 H 19.014 1.919 -15.528  0.319
126 H 21.002 2.090 -13.328  0.297
127 H 19.298 1.935 -13.186  0.376
128 H 20.175 0.575 -13.822  0.286
129 H 21.886 2.686 -20.393  0.339
130 H 21.436 0.998 -20.245  0.183
131 H 19.073 1.394 -20.363  0.284
132 H 19.228 3.125 -20.160  0.280
133 H 19.722 2.358 -21.626  0.403
134 C 15.454 -10.353 -19.241  -1.239
135 C 15.224 -9.282 -18.251  -0.185
136 O 13.885 -8.979 -18.044  -0.329
137 P 13.625 -7.478 -17.517  0.956
138 O 14.145 -7.179 -16.144  -0.611
139 O 14.119 -6.444 -18.663  -0.305
140 C 13.692 -5.075 -18.496  -0.027
141 C 13.243 -4.476 -19.811  -1.239
142 O 11.999 -7.336 -17.681  -0.281
143 C 11.122 -6.896 -16.711  -0.141
144 C 10.543 -8.072 -15.968  -1.270
145 H 16.519 -10.381 -19.475  0.367
146 H 15.195 -11.280 -18.730  0.296
147 H 14.766 -10.231 -20.077  0.312
148 H 15.573 -9.576 -17.261  0.272
149 H 15.794 -8.417 -18.590  0.322
150 H 12.798 -4.988 -17.878  0.126
151 H 14.484 -4.514 -18.000  0.349
152 H 12.780 -3.492 -19.732  0.356
153 H 14.024 -4.362 -20.563  0.313
154 H 12.609 -5.257 -20.231  0.309
155 H 11.570 -6.359 -15.875  0.263
156 H 10.248 -6.326 -17.027  0.403
157 H 9.975 -8.627 -16.715  0.293
158 H 11.328 -8.679 -15.517  0.327
159 H 9.929 -7.722 -15.139  0.373

=====

Entry 4:
Molecular formula: CH4INOS
Method: DFT, ωB97M-V with the def2-TZVPD basis set

Output
LUMO level (spin up / spin down)	-0.0503 / -0.0503	Eh
frontier orbital gap (spin up / spin down)	8.542 / 8.543	eV
relative energy (zero: lowest compared OMol25 entry of this formula, charge and spin)	1.104	eV
E_HOMO (spin up / spin down)	-9.9 / -9.9	eV
E_tot	-23573.0109	eV
SMILES	C[S@@](=N)(=O)I
strongest force on any atom	4.695	eV Å⁻¹

Last column: Mulliken charge in e.
Geometry (Å):
1 C 0.518 0.510 -0.126  -0.889
2 S -0.385 -0.385 1.100  0.712
3 N -1.358 -1.401 0.393  -0.560
4 O 0.416 -1.142 2.061  -0.593
5 I -1.253 1.478 2.514  -0.002
6 H 1.496 0.793 0.151  0.335
7 H 0.601 -0.119 -0.994  0.349
8 H -0.158 1.305 -0.460  0.398
9 H -1.936 -0.695 -0.034  0.249

=====

Entry 5:
Molecular formula: C21H23N3O4S
Method: DFT, ωB97M-V with the def2-TZVPD basis set

Output
LUMO level	-0.0153	Eh
frontier orbital gap	7.246	eV
relative energy (zero: lowest compared OMol25 entry of this formula, charge and spin)	19.984	eV
E_HOMO	-7.7	eV
E_tot	-45627.8930	eV
strongest force on any atom	16.926	eV Å⁻¹

Last column: Mulliken charge in e.
Geometry (Å):
1 C 5.710 -0.200 1.664  -1.291
2 C 4.170 0.222 1.642  -0.408
3 H 3.904 0.434 2.600  0.494
4 H 4.044 1.074 0.993  0.322
5 O 3.608 -0.733 1.246  -0.186
6 C 2.256 -0.819 1.316  0.386
7 C 1.516 0.295 1.771  -1.418
8 C 0.175 0.305 1.286  0.263
9 C -0.481 -0.856 0.854  0.443
10 C 0.143 -1.944 0.625  -0.166
11 C 1.593 -2.190 0.700  -1.732
12 H 2.254 -2.932 0.406  0.513
13 H -0.282 -2.671 0.230  0.996
14 O -1.961 -0.813 0.751  -0.180
15 C -2.655 -1.805 0.406  -0.794
16 C -2.829 -2.819 1.858  -1.817
17 H -3.544 -3.492 1.578  0.583
18 H -1.875 -3.153 2.137  0.412
19 H -3.369 -2.277 2.411  0.577
20 H -2.326 -2.517 -0.274  0.448
21 H -3.612 -1.437 0.162  0.613
22 N -0.596 1.264 1.734  -0.120
23 C -0.271 2.545 1.183  0.137
24 O 0.888 2.919 1.263  -0.612
25 C -1.315 3.603 0.647  -0.874
26 H -1.083 4.473 0.284  0.737
27 H -1.790 4.207 1.951  0.287
28 S -2.865 2.812 -0.033  -0.203
29 C -1.978 1.814 -0.896  0.760
30 N -0.793 1.939 -1.013  -0.512
31 C -0.041 0.885 -1.847  0.436
32 C 1.427 1.054 -1.818  -0.754
33 C 2.016 -0.078 -2.339  -0.551
34 C 1.417 -0.972 -2.910  -0.864
35 C 0.041 -1.066 -2.949  0.428
36 C -0.780 -0.279 -2.466  0.008
37 C -2.143 -0.044 -2.550  -0.060
38 O -2.961 -1.092 -2.720  -0.716
39 N -2.768 0.890 -1.693  0.258
40 C -4.148 0.816 -1.557  -1.507
41 H -4.713 1.960 -1.853  0.247
42 H -4.504 0.689 -0.370  0.306
43 H -4.525 0.180 -2.142  0.663
44 H -0.490 -1.813 -3.373  0.747
45 H 2.074 -1.929 -3.473  0.075
46 H 2.992 0.057 -2.333  0.748
47 H 1.753 1.893 -1.167  0.424
48 H -1.778 1.385 1.651  0.489
49 H 1.969 1.141 1.752  1.074
50 H 6.108 -1.111 2.321  0.263
51 H 6.038 -0.480 0.523  0.241
52 H 6.385 0.670 1.831  0.390

=====

Entry 6:
Molecular formula: C12H10BrOP
Method: DFT, ωB97M-V with the def2-TZVPD basis set

Output
LUMO level	-0.0683	Eh
frontier orbital gap	6.938	eV
E_HOMO	-8.8	eV
E_tot	-93983.4765	eV
strongest force on any atom	5.552	eV Å⁻¹

Last column: Mulliken charge in e.
Geometry (Å):
1 C -3.646 1.889 0.724  -0.296
2 C 4.130 -1.057 -0.004  -0.392
3 C -3.598 1.550 -0.657  -0.434
4 C -2.632 1.635 1.521  -0.530
5 C 3.284 -2.107 -0.146  -0.315
6 C 3.519 0.221 -0.165  -0.543
7 C -2.562 0.776 -1.126  -0.534
8 C -1.470 0.973 1.011  -0.198
9 C 1.964 -1.985 -0.324  -0.643
10 C 2.186 0.386 -0.123  -0.123
11 C -1.487 0.547 -0.275  0.432
12 C 1.394 -0.737 -0.342  0.619
13 O -0.653 -1.244 -2.150  -0.617
14 P -0.386 -0.771 -0.768  0.712
15 Br -1.704 -2.723 1.391  -0.438
16 H -4.583 2.208 1.179  0.344
17 H 5.271 -1.119 0.006  0.302
18 H -4.458 1.904 -1.275  0.331
19 H -2.594 1.843 2.644  0.272
20 H 3.632 -3.142 -0.086  0.319
21 H 4.247 1.048 -0.095  0.305
22 H -2.355 0.488 -2.209  0.328
23 H -0.595 0.814 1.613  0.357
24 H 1.352 -2.827 -0.287  0.448
25 H 1.746 1.430 -0.055  0.295